# C25H36O3P2W

A molecular structure, C25H36O3P2W (ωB97M-V/def2-TZVPD, OMol25).

## Properties
Multiplicity: 3
Lowest unoccupied orbital energy (alpha / beta) in eV: -16.44 / -16.57
Expectation value of S²: 2.03
Charge: +4
Gap between HOMO and LUMO (alpha / beta) in hartree: 0.150 / 0.142

Each line ends with the Löwdin spin population.
Element x y z (Å)
W -0.032 -0.496 -0.091  0.687
C -2.023 -0.731 -0.141  0.042
O -3.200 -0.808 -0.190  0.074
C -0.197 1.466 0.065  0.003
O -0.228 2.633 0.247  0.000
C 1.903 -0.099 0.344  0.041
O 3.005 0.239 0.587  0.073
C -1.514 0.993 -3.208  0.014
P -0.053 0.224 -2.399  0.018
H 0.601 -1.637 -3.780  -0.002
H -2.334 0.307 -2.936  0.000
C 1.415 0.930 -3.250  0.030
H 1.105 0.887 -4.308  0.001
C -1.356 1.016 -4.733  0.003
H -1.063 0.049 -5.154  0.000
H -0.628 1.772 -5.051  0.000
H -2.323 1.292 -5.173  0.002
C -1.901 2.386 -2.695  0.001
H -1.138 3.141 -2.914  0.000
C 0.685 -2.396 -1.752  0.012
H -2.106 2.399 -1.620  0.000
H -2.825 2.673 -3.218  0.001
C -1.424 -2.133 -3.142  0.000
H 0.132 -2.409 -0.753  0.001
H 0.627 -3.449 -2.064  0.001
H 1.750 -2.165 -1.616  0.006
C -0.011 -1.581 -2.858  -0.006
H -1.371 -3.229 -3.232  -0.001
H -1.826 -1.725 -4.077  0.000
H -2.135 -1.913 -2.331  0.001
C 2.678 0.087 -3.072  0.001
H 3.002 0.070 -2.023  0.000
H 3.469 0.561 -3.668  0.001
H 2.552 -0.939 -3.431  0.000
C 1.678 2.392 -2.874  0.003
H 1.865 2.509 -1.798  0.000
H 0.860 3.063 -3.162  0.000
H 2.581 2.714 -3.412  0.002
H -0.213 -5.137 -1.203  0.000
H -0.172 -5.205 -0.458  0.000
C 1.423 -1.234 3.189  0.018
P -0.199 -1.067 2.379  0.033
C -1.082 -2.493 3.144  0.028
C -0.758 -3.776 2.662  0.010
C -1.147 -4.915 3.372  0.002
C -1.901 -4.787 4.542  0.019
C -2.345 -3.529 4.953  0.010
C -1.938 -2.382 4.261  0.009
C -0.968 0.402 3.152  0.233
C -2.365 0.523 3.124  0.097
C -2.981 1.680 3.607  0.044
C -2.195 2.728 4.101  0.295
C -0.800 2.629 4.081  0.170
C -0.180 1.471 3.605  0.007
H 1.809 -2.226 2.915  0.000
H 1.281 -1.171 4.277  0.000
H 2.127 -0.469 2.845  0.000
H -0.167 -3.881 1.746  0.000
H -0.825 -5.904 3.038  0.000
H -2.163 -5.672 5.123  0.001
H -2.975 -3.426 5.837  0.000
H -2.263 -1.406 4.617  0.004
H -2.984 -0.296 2.738  0.000
H -4.072 1.764 3.602  -0.001
H -2.671 3.636 4.479  0.009
H -0.185 3.459 4.433  0.004
H 0.906 1.386 3.596  -0.003

Forces on atoms 1 to 2 (eV/Å):
1.010 -2.826 -1.293
-8.214 -0.582 -0.491

***

# C25H37AlF4O6P

A molecular structure, C25H37AlF4O6P (ωB97M-V/def2-TZVPD, OMol25).

## Properties
Energy above the lowest of the compared OMol25 structures with the same formula, charge and spin in kJ/mol: 0.0
Lowest unoccupied orbital energy in eV: 0.97
Charge: -1
Gap between HOMO and LUMO in hartree: 0.283

Each line ends with the Löwdin charge.
Element x y z (Å)
C -4.276 -6.170 -1.247  -0.128
C -3.158 -6.234 -2.391  -0.232
C -1.972 -5.294 -1.931  -0.185
C -1.604 -4.165 -2.973  -0.186
O -0.627 -3.305 -2.343  -0.053
C -0.993 -1.972 -2.342  -0.184
C -2.164 -1.477 -1.866  0.082
C -2.435 0.065 -1.882  -0.299
O -3.525 0.512 -2.133  0.102
C -1.165 0.943 -1.595  0.006
C -1.227 2.199 -0.821  -0.095
C -2.562 2.779 -0.261  -0.176
O -3.441 1.815 0.302  -0.178
C -2.962 1.317 1.561  -0.231
C -3.718 2.117 2.703  -0.075
C 0.076 2.882 -0.606  -0.300
P 0.275 4.468 0.392  0.943
C -1.010 5.746 -0.099  -0.330
C 0.002 3.897 2.193  -0.402
C -1.019 4.792 2.988  -0.180
C 1.336 2.340 -1.142  -0.036
C 1.375 1.096 -1.911  -0.098
C 2.766 0.578 -2.408  -0.152
O 3.131 -0.596 -1.685  -0.130
C 3.580 -0.300 -0.363  -0.158
C 2.496 -0.733 0.712  -0.193
O 3.140 -0.797 2.002  -0.179
C 2.195 -1.418 2.915  -0.262
C 2.543 -0.881 4.349  -0.083
C 0.110 0.408 -2.125  0.001
C 0.069 -0.954 -2.901  -0.223
O 0.750 -1.199 -3.860  0.140
H -4.851 -7.135 -1.174  0.066
H -4.961 -5.315 -1.469  0.070
H -3.790 -6.036 -0.242  0.068
H -3.569 -5.993 -3.401  0.103
H -2.772 -7.293 -2.353  0.100
H -1.039 -5.893 -1.728  0.120
H -2.198 -4.771 -0.960  0.104
H -1.062 -4.689 -3.815  0.136
H -2.490 -3.634 -3.398  0.129
H -2.939 -2.152 -1.438  0.131
H -2.279 3.545 0.521  0.083
H -3.097 3.325 -1.084  0.146
H -1.858 1.450 1.693  0.098
H -3.240 0.226 1.612  0.129
H -3.110 2.116 3.642  0.074
H -4.734 1.665 2.810  0.073
H -3.878 3.198 2.431  0.069
H -1.892 5.806 0.596  0.026
H -1.324 5.675 -1.179  0.050
H -0.500 6.750 -0.012  0.030
H -0.391 2.840 2.171  0.052
H 1.012 3.866 2.684  0.071
H -0.756 5.878 3.018  0.071
H -2.070 4.648 2.634  0.041
H -0.996 4.437 4.061  0.075
H 2.303 2.856 -0.945  0.102
H 3.527 1.383 -2.192  0.132
H 2.689 0.357 -3.505  0.132
H 3.804 0.780 -0.170  0.127
H 4.521 -0.872 -0.079  0.143
H 1.655 0.026 0.759  0.114
H 2.008 -1.717 0.456  0.130
H 2.303 -2.529 2.802  0.125
H 1.179 -1.042 2.597  0.108
H 3.414 -1.444 4.773  0.077
H 2.751 0.215 4.328  0.077
H 1.640 -1.042 4.994  0.067
F 6.768 0.572 -0.429  -0.232
Al 8.202 -0.390 -0.133  -0.021
F 9.186 0.393 1.079  -0.242
F 9.115 -0.544 -1.615  -0.242
F 7.730 -1.975 0.430  -0.240

Forces on atoms 1 to 2 (eV/Å):
0.198 -0.310 -0.563
0.232 -0.428 2.017

***

# C25H37BN2O30S7

8 unconnected molecules or ions with the total composition C25H37BN2O30S7 (ωB97M-V/def2-TZVPD, OMol25).

## Properties
SMILES: C#Cc1cnc2ccc(CB(O)O)cc2n1.O=S1(=O)OCCO1.O=S1(=O)OCCO1.O=S1(=O)OCCO1.O=S1(=O)OCCO1.O=S1(=O)OCCO1.O=S1(=O)OCCO1.O=S1(=O)OCCO1
Lowest unoccupied orbital energy in eV: -0.53
Gap between HOMO and LUMO in hartree: 0.307

Each line ends with the Löwdin charge.
Element x y z (Å)
C 2.745 -3.934 -0.126  0.102
C 2.150 -2.883 -0.162  -0.063
C 1.301 -1.656 -0.152  -0.251
C 1.875 -0.386 0.256  -0.083
N 1.223 0.765 0.347  0.154
C -0.086 0.600 -0.020  -0.207
C -0.949 1.776 0.039  0.003
C -2.288 1.735 -0.335  -0.008
C -2.890 0.478 -0.817  -0.184
C -4.371 0.494 -1.267  -0.028
B -5.117 -0.906 -0.980  -0.591
O -5.677 -1.663 -2.018  0.105
O -5.259 -1.422 0.321  0.121
C -2.082 -0.659 -0.852  0.026
C -0.674 -0.628 -0.461  -0.193
N 0.030 -1.804 -0.527  0.169
H 2.936 -5.003 -0.048  0.042
H 2.951 -0.377 0.523  0.080
H -0.500 2.754 0.375  0.107
H -2.933 2.626 -0.292  0.115
H -4.375 0.738 -2.356  0.120
H -4.935 1.300 -0.750  0.115
H -5.007 -2.267 -2.397  0.038
H -4.596 -2.125 0.453  0.062
H -2.496 -1.618 -1.204  0.109
O -3.544 -2.989 -2.978  -0.229
S -3.111 -2.866 -4.332  0.631
O -3.976 -3.083 -5.432  -0.193
O -1.801 -3.777 -4.516  -0.179
C -0.705 -2.966 -4.957  -0.153
C -0.987 -1.589 -4.392  -0.151
O -2.407 -1.435 -4.507  -0.172
H -0.706 -2.956 -6.050  0.135
H 0.239 -3.373 -4.601  0.140
H -0.469 -0.801 -4.934  0.140
H -0.724 -1.534 -3.332  0.115
O 0.811 4.917 0.703  -0.233
S 0.735 5.688 1.899  0.616
O 0.150 6.980 1.942  -0.213
O 2.208 5.763 2.540  -0.267
C 2.184 5.219 3.865  -0.146
C 1.068 4.194 3.855  -0.166
O 0.047 4.780 3.042  -0.189
H 1.969 6.032 4.562  0.137
H 3.147 4.776 4.110  0.140
H 0.689 3.978 4.851  0.137
H 1.389 3.264 3.379  0.127
O 6.729 0.817 0.998  -0.209
S 5.816 0.579 -0.060  0.621
O 4.848 -0.461 -0.012  -0.244
O 6.652 0.447 -1.429  -0.183
C 6.201 1.428 -2.368  -0.165
C 5.698 2.580 -1.521  -0.163
O 5.060 1.956 -0.404  -0.181
H 5.394 0.989 -2.959  0.134
H 7.013 1.724 -3.029  0.136
H 4.999 3.217 -2.057  0.139
H 6.525 3.186 -1.144  0.136
O 1.935 0.751 5.149  -0.216
S 1.470 -0.484 4.625  0.605
O 0.112 -0.706 4.278  -0.221
O 1.958 -1.663 5.609  -0.186
C 2.751 -2.605 4.877  -0.161
C 3.385 -1.803 3.760  -0.157
O 2.368 -0.881 3.356  -0.201
H 2.084 -3.374 4.480  0.130
H 3.491 -3.067 5.526  0.138
H 3.696 -2.426 2.924  0.135
H 4.241 -1.226 4.119  0.138
O -4.846 -4.958 3.198  -0.205
S -3.821 -4.132 2.672  0.626
O -3.700 -3.860 1.281  -0.222
O -2.408 -4.679 3.212  -0.184
C -1.732 -3.641 3.928  -0.170
C -2.831 -2.768 4.493  -0.159
O -3.828 -2.733 3.464  -0.176
H -1.113 -3.086 3.220  0.125
H -1.100 -4.066 4.706  0.135
H -2.485 -1.765 4.730  0.130
H -3.278 -3.218 5.383  0.135
O 5.169 8.542 2.445  -0.211
S 4.224 8.294 1.414  0.653
O 3.251 7.261 1.507  -0.217
O 5.028 8.137 0.022  -0.188
C 4.561 9.108 -0.918  -0.172
C 4.089 10.276 -0.076  -0.170
O 3.472 9.677 1.066  -0.179
H 3.736 8.667 -1.483  0.134
H 5.359 9.389 -1.603  0.134
H 3.382 10.912 -0.604  0.136
H 4.931 10.880 0.271  0.134
O -7.425 -7.209 -6.496  -0.219
S -6.944 -7.725 -5.265  0.615
O -7.334 -8.995 -4.767  -0.220
O -7.195 -6.618 -4.123  -0.183
C -5.952 -6.263 -3.509  -0.158
C -4.908 -6.478 -4.585  -0.172
O -5.333 -7.657 -5.277  -0.189
H -5.789 -6.929 -2.658  0.136
H -5.979 -5.232 -3.160  0.134
H -3.909 -6.613 -4.175  0.137
H -4.899 -5.651 -5.299  0.121

Forces on atoms 1 to 2 (eV/Å):
-0.861 -0.404 0.134
-0.575 0.725 0.158

***

| no. | largest force on an atom (eV/Å) |
| --- | --- |
| 1 | 8.2 |
| 2 | 2.9 |
| 3 | 2.9 |